Computed, not measured: C48H55BaN5 as an isolated structure, with ωB97M-V/def2-TZVPD.

Each line ends with the Mulliken charge.
CARTESIAN COORDINATES (ANGSTROEM)
Ba (-1.42, -0.92, 0.54)  0.83
C (-3.63, -2.58, -1.27)  0.29
C (-2.50, -3.13, -1.91)  0.71
C (-1.86, -3.99, -0.98)  0.84
C (-2.60, -3.97, 0.22)  0.48
C (-3.70, -3.10, 0.05)  0.59
C (-4.86, -2.90, 0.98)  -1.57
C (-2.28, -4.80, 1.44)  -1.55
C (-0.62, -4.81, -1.21)  -1.60
C (-2.05, -2.90, -3.33)  -1.59
C (-4.68, -1.68, -1.89)  -1.69
H (-5.81, -3.14, 0.49)  0.33
H (-4.95, -1.88, 1.37)  0.17
H (-4.78, -3.56, 1.86)  0.37
H (-2.42, -5.88, 1.25)  0.31
H (-2.90, -4.53, 2.29)  0.37
H (-1.23, -4.68, 1.76)  0.17
H (-0.20, -4.64, -2.21)  0.45
H (-0.82, -5.89, -1.13)  0.36
H (0.18, -4.60, -0.49)  0.14
H (-2.12, -3.81, -3.93)  0.36
H (-1.00, -2.57, -3.39)  0.12
H (-2.65, -2.14, -3.82)  0.42
H (-5.07, -0.96, -1.16)  0.32
H (-5.54, -2.25, -2.26)  0.28
H (-4.28, -1.11, -2.73)  0.40
C (1.66, 1.95, -3.47)  -1.59
C (0.39, 1.25, -2.99)  2.05
C (-0.11, 0.24, -4.03)  -1.49
C (-0.71, 2.23, -2.60)  1.06
C (-1.24, 3.05, -3.59)  -0.41
C (-2.29, 3.92, -3.32)  -1.62
C (-2.82, 3.94, -2.04)  -0.89
C (-2.31, 3.14, -1.01)  1.11
C (-2.98, 3.30, 0.36)  0.41
C (-4.03, 2.20, 0.58)  -1.17
C (-2.05, 3.46, 1.57)  -1.20
C (-1.23, 2.26, -1.28)  -0.68
N (-0.69, 1.43, -0.28)  1.52
C (0.64, 1.66, 0.07)  -0.89
C (1.47, 0.77, 0.73)  -1.57
N (1.12, -0.49, 1.18)  1.33
C (2.12, -1.44, 1.37)  -0.54
C (2.31, -2.07, 2.62)  0.47
C (3.29, -3.05, 2.75)  -0.97
C (4.11, -3.43, 1.70)  -1.52
C (3.92, -2.82, 0.47)  -0.21
C (2.95, -1.85, 0.28)  1.03
C (2.75, -1.24, -1.11)  2.27
C (3.97, -0.42, -1.56)  -1.39
C (2.42, -2.31, -2.15)  -1.69
C (1.59, -1.63, 3.90)  0.58
C (0.06, -1.60, 3.82)  -0.68
C (2.09, -0.26, 4.39)  -1.37
C (2.77, 1.47, 0.99)  0.05
C (3.97, 1.12, 1.57)  0.73
C (5.02, 2.09, 1.63)  -1.06
C (4.89, 3.36, 1.12)  -0.90
C (3.66, 3.74, 0.52)  1.09
C (3.34, 5.02, -0.04)  -1.02
C (2.09, 5.22, -0.56)  -1.12
C (1.09, 4.20, -0.59)  0.72
C (1.37, 2.96, -0.07)  -0.05
C (2.67, 2.78, 0.47)  -1.01
H (2.42, 1.22, -3.75)  0.45
H (2.07, 2.61, -2.70)  0.16
H (1.45, 2.57, -4.36)  0.36
H (0.65, 0.68, -2.09)  -1.04
H (-0.33, 0.74, -4.98)  0.29
H (-1.02, -0.26, -3.69)  0.23
H (0.65, -0.53, -4.22)  0.42
H (-0.82, 3.01, -4.59)  0.32
H (-2.69, 4.56, -4.10)  0.34
H (-3.64, 4.61, -1.82)  0.32
H (-3.53, 4.24, 0.28)  0.41
H (-3.56, 1.22, 0.66)  0.00
H (-4.74, 2.17, -0.26)  0.35
H (-4.59, 2.37, 1.51)  0.45
H (-1.46, 2.57, 1.74)  -0.17
H (-2.64, 3.67, 2.47)  0.57
H (-1.36, 4.30, 1.42)  0.27
H (3.43, -3.52, 3.73)  0.28
H (4.87, -4.19, 1.83)  0.32
H (4.56, -3.10, -0.37)  0.29
H (1.90, -0.57, -1.05)  -1.08
H (4.88, -1.03, -1.55)  0.35
H (4.13, 0.45, -0.92)  0.08
H (3.82, -0.06, -2.59)  0.41
H (3.28, -2.97, -2.33)  0.37
H (2.15, -1.84, -3.10)  0.35
H (1.58, -2.93, -1.83)  0.31
H (1.87, -2.37, 4.65)  0.64
H (-0.25, -0.73, 3.24)  -0.38
H (-0.38, -1.51, 4.82)  0.48
H (-0.33, -2.51, 3.35)  0.14
H (1.85, 0.51, 3.65)  0.04
H (3.17, -0.27, 4.54)  0.31
H (1.60, 0.01, 5.33)  0.50
H (4.14, 0.13, 1.99)  0.41
H (5.96, 1.80, 2.09)  0.38
H (5.71, 4.07, 1.19)  0.37
H (4.08, 5.82, -0.03)  0.35
H (1.85, 6.19, -0.97)  0.41
H (0.12, 4.44, -1.03)  0.44
N (-2.95, 3.17, 5.81)  -0.65
C (-2.99, 2.15, 5.26)  0.56
N (-3.09, 0.95, 4.72)  -0.82
C (-2.78, 0.49, 3.56)  0.46
N (-2.56, -0.07, 2.55)  -0.76

Values from the calculation:
Total energy (eV): -58817.1835
Total charge: -2
HOMO (eV): -0.686
Spin multiplicity: 1